Record 1
{
  "formula": "C41H56N8O2S3Sr",
  "method": "the ωB97M-V functional and the def2-TZVPD basis",
  "lumo_ev": -4.58,
  "gap_ev": 6.148,
  "total_charge": 2,
  "multiplicity": 1,
  "elements": ["Sr", "C", "C", "S", "C", "C", "S", "C", "C", "S", "H", "H", "H", "H", "H", "H", "H", "H", "H", "H", "H", "H", "C", "N", "C", "C", "C", "C", "C", "N", "C", "C", "C", "C", "C", "C", "H", "H", "H", "H", "H", "H", "H", "H", "H", "H", "H", "O", "C", "C", "C", "C", "N", "C", "C", "C", "C", "C", "C", "O", "C", "C", "N", "H", "H", "H", "H", "H", "H", "H", "H", "H", "H", "H", "H", "C", "C", "C", "C", "N", "N", "C", "H", "H", "H", "H", "H", "H", "H", "H", "C", "C", "N", "C", "C", "N", "C", "C", "H", "H", "H", "H", "H", "H", "H", "H", "H", "H", "H", "H", "H"],
  "positions_angstrom": [[11.42, 13.46, 13.90], [16.04, 12.70, 12.83], [16.84, 12.67, 14.15], [15.90, 12.02, 15.57], [16.17, 13.11, 16.98], [14.91, 13.94, 17.20], [13.99, 14.02, 15.66], [14.89, 15.41, 14.89], [14.96, 15.33, 13.38], [14.50, 13.71, 12.66], [15.75, 11.70, 12.49], [16.67, 13.15, 12.08], [17.19, 13.66, 14.52], [17.78, 12.02, 14.10], [17.07, 13.70, 16.91], [16.36, 12.38, 17.76], [15.06, 14.85, 17.73], [14.25, 13.33, 17.90], [15.93, 15.32, 15.31], [14.45, 16.42, 15.14], [15.98, 15.54, 12.95], [14.31, 16.11, 12.84], [12.72, 14.33, 10.00], [11.57, 13.90, 10.80], [11.17, 12.68, 10.44], [10.11, 11.96, 11.10], [9.26, 11.04, 10.46], [8.55, 10.34, 11.47], [8.96, 10.97, 12.67], [9.93, 11.93, 12.49], [12.41, 14.93, 8.62], [11.42, 14.43, 7.79], [11.10, 15.11, 6.65], [11.92, 16.14, 6.17], [12.93, 16.58, 6.98], [13.16, 16.04, 8.24], [13.39, 13.42, 9.90], [13.23, 15.10, 10.61], [11.65, 12.24, 9.56], [9.20, 10.86, 9.40], [7.93, 9.50, 11.37], [8.52, 10.72, 13.61], [10.98, 13.47, 7.95], [10.27, 14.73, 6.05], [11.74, 16.58, 5.18], [13.58, 17.32, 6.52], [13.92, 16.38, 8.98], [8.50, 11.14, 20.23], [7.67, 12.17, 19.70], [8.28, 12.49, 18.36], [8.03, 13.65, 17.57], [8.94, 13.95, 16.54], [9.93, 13.12, 16.18], [10.09, 11.94, 16.81], [9.27, 11.61, 17.89], [11.09, 11.02, 16.31], [11.53, 10.07, 17.24], [12.45, 9.13, 16.77], [13.05, 8.10, 17.71], [12.49, 8.46, 18.99], [12.69, 9.01, 15.39], [12.37, 10.11, 14.61], [11.67, 11.13, 15.07], [8.04, 10.90, 21.07], [7.48, 13.07, 20.37], [6.68, 11.72, 19.56], [7.19, 14.34, 17.58], [8.77, 14.86, 15.92], [9.41, 10.69, 18.45], [11.24, 10.07, 18.30], [14.18, 8.18, 17.64], [12.65, 7.11, 17.47], [12.91, 7.94, 19.74], [13.30, 8.19, 14.95], [12.63, 10.08, 13.53], [8.52, 17.26, 10.68], [9.19, 16.92, 11.95], [9.33, 17.67, 13.15], [10.07, 16.82, 14.04], [10.45, 15.73, 13.35], [9.73, 15.67, 12.20], [10.60, 17.15, 15.34], [7.43, 17.16, 10.72], [8.92, 16.69, 9.84], [8.62, 18.33, 10.41], [8.91, 18.63, 13.38], [10.20, 15.10, 11.47], [9.87, 17.60, 15.99], [11.52, 17.84, 15.24], [10.97, 16.18, 15.81], [14.01, 6.99, 10.02], [13.27, 7.50, 11.22], [13.51, 6.69, 12.42], [14.96, 6.80, 12.67], [15.79, 6.38, 11.49], [14.91, 5.88, 10.35], [14.06, 4.81, 10.93], [13.30, 5.30, 12.13], [14.54, 7.81, 9.50], [13.26, 6.62, 9.27], [12.16, 7.62, 11.02], [13.70, 8.49, 11.52], [15.27, 6.15, 13.56], [15.14, 7.80, 13.00], [16.52, 5.58, 11.73], [16.39, 7.25, 11.18], [15.50, 5.53, 9.56], [14.62, 3.92, 11.23], [13.39, 4.49, 10.10], [13.58, 4.71, 13.05], [12.28, 5.12, 12.05]],
  "mulliken_charge": [1.97, -0.97, -0.60, -0.02, -0.80, -0.91, 0.19, -0.74, -0.99, 0.19, 0.30, 0.49, 0.22, 0.43, 0.38, 0.44, 0.54, 0.28, 0.29, 0.52, 0.51, 0.33, -0.77, 0.02, -0.01, -1.13, -0.76, -1.30, -0.74, 0.51, 1.07, -0.31, -0.66, -0.60, -0.48, -0.64, 0.44, -0.06, 0.80, 0.53, 0.50, 0.60, 0.40, 0.41, 0.39, 0.34, 0.29, -0.52, -0.44, 0.11, -1.04, -0.38, 0.53, 0.12, -0.79, 0.07, -0.73, 0.35, -0.51, -0.50, -0.70, -1.24, 1.22, 0.32, 0.36, 0.30, 0.41, 0.29, 0.53, 0.62, 0.29, 0.31, 0.31, 0.21, 0.52, -1.22, 0.67, -1.18, 0.03, -0.01, 0.32, -0.72, 0.26, 0.29, 0.36, 0.47, 0.13, 0.38, 0.26, 0.04, -0.89, -0.05, -0.20, -0.59, -0.73, 0.03, -0.54, -0.62, 0.41, 0.27, 0.52, 0.03, 0.50, 0.41, 0.30, 0.33, 0.33, 0.30, 0.36, 0.42, 0.42]
}



Record 2
{
  "formula": "C41H57N13O2PS",
  "method": "the ωB97M-V functional and the def2-TZVPD basis",
  "lumo_ev": -3.95,
  "gap_ev": 5.414,
  "total_charge": 1,
  "multiplicity": 1,
  "elements": ["C", "P", "O", "N", "C", "N", "N", "C", "C", "C", "O", "N", "S", "H", "H", "H", "H", "H", "H", "H", "H", "H", "H", "H", "H", "N", "C", "C", "C", "C", "H", "H", "H", "H", "H", "N", "C", "C", "C", "C", "H", "H", "H", "H", "H", "N", "C", "C", "C", "C", "H", "H", "H", "H", "H", "N", "C", "C", "C", "C", "H", "H", "H", "H", "H", "N", "C", "C", "C", "C", "H", "H", "H", "H", "H", "N", "C", "C", "C", "C", "H", "H", "H", "H", "H", "N", "C", "C", "C", "C", "H", "H", "H", "H", "H", "N", "C", "C", "C", "C", "H", "H", "H", "H", "H", "N", "C", "C", "C", "C", "H", "H", "H", "H", "H"],
  "positions_angstrom": [[0.93, -2.06, 0.10], [-0.82, -1.80, -0.48], [-1.24, -2.99, -1.54], [-0.67, -0.24, -1.39], [-0.23, -0.12, -2.64], [0.19, -1.10, -3.47], [-0.23, 1.22, -2.98], [-0.66, 1.83, -1.89], [-0.80, 3.35, -1.74], [0.53, 3.88, -1.11], [1.54, 3.84, -2.13], [-0.97, 0.98, -0.86], [-1.54, 1.35, 0.72], [1.64, -2.05, -0.75], [1.02, -2.96, 0.72], [1.17, -1.14, 0.67], [-2.21, -3.03, -1.50], [1.19, -1.27, -3.56], [-0.45, -1.71, -3.96], [-0.96, 3.73, -2.76], [-1.69, 3.59, -1.15], [0.79, 3.17, -0.30], [0.42, 4.91, -0.71], [2.15, 3.12, -1.92], [-2.91, 1.29, 0.75], [3.41, -0.69, -2.51], [4.51, 0.00, -2.94], [5.43, -0.91, -3.38], [4.86, -2.20, -3.23], [3.62, -2.04, -2.69], [2.57, -0.28, -2.13], [4.54, 1.08, -2.89], [6.40, -0.67, -3.78], [5.32, -3.14, -3.48], [2.86, -2.76, -2.42], [5.35, 4.16, -3.53], [6.09, 5.04, -2.80], [7.37, 4.57, -2.73], [7.40, 3.34, -3.45], [6.14, 3.12, -3.93], [4.37, 4.26, -3.74], [5.63, 5.93, -2.40], [8.19, 5.04, -2.22], [8.25, 2.70, -3.60], [5.73, 2.32, -4.52], [2.78, -5.65, -1.95], [3.23, -5.64, -0.65], [4.04, -6.73, -0.48], [4.10, -7.42, -1.73], [3.31, -6.73, -2.61], [2.16, -4.98, -2.35], [2.92, -4.87, 0.03], [4.55, -7.00, 0.43], [4.65, -8.31, -1.94], [3.08, -6.91, -3.65], [-5.84, 1.72, 1.43], [-5.76, 0.69, 2.34], [-6.18, 1.17, 3.55], [-6.54, 2.53, 3.36], [-6.32, 2.84, 2.05], [-5.59, 1.66, 0.45], [-5.41, -0.28, 2.04], [-6.23, 0.61, 4.47], [-6.91, 3.21, 4.11], [-6.47, 3.76, 1.50], [-9.46, 1.47, 5.46], [-10.65, 1.03, 4.94], [-11.28, 0.30, 5.91], [-10.44, 0.31, 7.06], [-9.33, 1.04, 6.75], [-8.79, 2.03, 4.96], [-10.94, 1.27, 3.93], [-12.24, -0.19, 5.81], [-10.64, -0.17, 8.01], [-8.46, 1.29, 7.33], [-4.94, -4.01, -0.30], [-4.85, -5.03, 0.60], [-5.28, -4.56, 1.82], [-5.63, -3.20, 1.64], [-5.42, -2.88, 0.32], [-4.69, -4.07, -1.27], [-4.50, -6.01, 0.31], [-5.32, -5.13, 2.73], [-6.01, -2.52, 2.39], [-5.56, -1.97, -0.22], [-7.02, -5.07, 5.00], [-8.21, -5.51, 4.48], [-8.85, -6.24, 5.45], [-8.01, -6.24, 6.60], [-6.90, -5.51, 6.29], [-6.35, -4.51, 4.51], [-8.50, -5.27, 3.47], [-9.80, -6.73, 5.34], [-8.21, -6.72, 7.54], [-6.03, -5.26, 6.88], [3.79, 6.92, -0.37], [3.97, 7.56, 0.83], [3.27, 6.87, 1.78], [2.66, 5.76, 1.14], [3.00, 5.82, -0.19], [4.19, 7.20, -1.24], [4.58, 8.45, 0.89], [3.21, 7.13, 2.83], [2.04, 5.01, 1.60], [2.76, 5.17, -1.02], [11.15, 2.83, -3.97], [12.24, 3.55, -4.40], [13.18, 2.66, -4.85], [12.63, 1.36, -4.70], [11.38, 1.50, -4.16], [10.32, 3.23, -3.58], [12.25, 4.62, -4.34], [14.14, 2.91, -5.25], [13.10, 0.42, -4.96], [10.64, 0.77, -3.89]],
  "mulliken_charge": [-0.57, 0.17, -0.47, 0.55, 0.07, -0.19, -0.52, 0.56, -0.83, -0.57, -0.53, -0.17, -0.03, -0.07, 0.40, 0.31, 0.33, 0.22, 0.23, 0.37, 0.40, 0.42, 0.45, 0.24, 0.18, 0.23, -0.47, -0.41, -1.01, -0.15, 0.11, 0.36, 0.47, 0.48, 0.28, 0.05, -0.28, -0.55, 0.18, -1.24, 0.24, 0.22, 0.43, 0.36, 0.58, 0.09, -0.26, -0.55, -0.39, -0.51, 0.17, 0.29, 0.40, 0.41, 0.39, 0.02, -0.37, -0.39, -0.50, -0.75, 0.23, 0.34, 0.43, 0.57, 0.42, 0.07, -0.47, -0.45, -0.52, -0.32, 0.20, 0.36, 0.40, 0.39, 0.36, 0.00, -0.84, -0.36, 0.01, -0.78, 0.23, 0.41, 0.35, 0.58, 0.45, 0.07, -0.29, -0.55, -0.38, -0.54, 0.16, 0.37, 0.39, 0.39, 0.36, 0.02, -0.46, -0.76, -0.10, -0.57, 0.25, 0.40, 0.39, 0.41, 0.52, 0.11, -0.39, -0.50, -0.49, -0.37, 0.18, 0.36, 0.39, 0.38, 0.34]
}